1.
Molecular formula: C8H18IN3O4P
Method: DFT, wB97M-V/def2-TZVPD

```
35
Properties=species:S:1:pos:R:3
I 6.495 2.891 1.560
P -2.920 -0.847 -0.460
O -1.824 -1.904 -0.425
O -4.049 -1.088 0.699
O -2.047 0.184 0.602
O -3.905 -1.627 -1.621
N 4.949 1.538 1.991
N 3.480 2.550 0.332
N 4.392 0.328 0.002
C -4.351 -2.406 1.127
C -2.706 1.408 0.948
C 0.977 1.955 0.270
C 2.439 -0.256 -1.521
C -3.589 -2.909 -2.132
C 4.252 1.421 0.721
C 3.745 0.161 -1.306
C 2.122 2.508 0.896
H -4.765 -2.347 2.133
H -3.460 -3.036 1.152
H 4.986 -0.427 0.366
H 0.519 1.016 0.702
H -1.970 2.090 1.378
H -3.248 -3.595 -1.358
H -3.486 1.224 1.688
H 1.875 -1.023 -0.929
H -2.843 -2.825 -2.924
H -3.138 1.871 0.058
H 1.912 0.183 -2.416
H 5.461 0.664 2.179
H 4.385 0.346 -2.217
H 0.461 2.394 -0.633
H -5.105 -2.845 0.473
H -4.506 -3.320 -2.560
H 3.498 2.719 -0.678
H 1.964 3.003 1.903
```

E_LUMO: -4.8973 eV
charge: +1
E: -38623.109 eV
frontier orbital gap: 6.8 eV
HOMO energy: -11.6653 eV

natural (NBO) atomic charge list, values in e, 8 entries: 0.41, 2.33, -1.06, -0.81, -0.68, -0.75, -0.73, -0.68

2.
Molecular formula: C8H18MgO6S2
Method: DFT, wB97M-V/def2-TZVPD

```
35
Properties=species:S:1:pos:R:3
S 1.712 -5.964 -0.932
S 2.521 4.378 2.740
Mg 1.330 -0.231 -0.477
O 1.732 -4.520 -0.415
O 3.184 0.297 -2.998
O 2.281 2.952 2.205
O -3.350 0.140 1.044
O 1.590 1.531 -3.141
O 1.522 -0.320 -3.677
C 1.080 5.373 2.148
C 3.835 5.009 1.568
C 0.145 -6.178 -1.912
C -5.085 1.664 0.518
C -4.489 0.530 1.315
C -5.272 -0.055 2.508
C 3.057 -6.033 -2.224
C 2.294 0.666 -3.756
H -5.349 0.770 3.215
H 4.013 -6.160 -1.716
H 4.706 4.355 1.533
H -4.758 -0.899 2.967
H 0.102 5.010 2.463
H -5.730 1.257 -0.260
H 3.237 -5.176 -2.874
H 0.187 -6.971 -2.658
H -0.064 -5.271 -2.481
H 3.537 5.089 0.523
H 0.983 5.393 1.063
H 4.143 6.020 1.833
H 2.765 -6.860 -2.873
H 1.136 6.335 2.657
H -6.291 -0.296 2.206
H -5.664 2.345 1.142
H -0.685 -6.477 -1.272
H -4.353 2.298 0.018
```

E_LUMO: -2.9079 eV
E: -47976.233 eV
energy relative to the best compared isomer or geometry (same formula, charge and spin): 1165.6 kJ/mol
frontier orbital gap: 3.4 eV
HOMO energy: -6.3464 eV

natural (NBO) atomic charge list, values in e, 8 entries: 1.18, 1.19, 0.28, -0.96, -0.37, -0.97, -0.54, -0.37

3.
Molecular formula: C8H18N2
Method: DFT, wB97M-V/def2-TZVPD

```
28
Properties=species:S:1:pos:R:3
N -0.737 -0.450 0.209
N -1.212 -0.763 1.551
C 1.850 -1.558 -0.374
C 1.555 1.005 -1.062
C -2.016 1.135 -1.177
C 1.314 -0.320 0.305
C -1.206 -1.493 -0.736
C 1.780 -0.034 1.531
C -1.199 0.893 -0.144
C -0.948 1.954 0.886
H 1.435 0.782 2.141
H -2.208 -0.976 1.514
H 1.754 -2.446 0.254
H 1.337 -1.697 -1.323
H -0.841 -2.458 -0.392
H 0.913 0.774 -1.914
H -2.337 0.412 -1.905
H -0.717 -1.589 1.874
H -0.807 -1.273 -1.722
H -1.141 2.928 0.443
H 0.088 1.948 1.209
H 2.588 0.832 -1.368
H -2.295 -1.537 -0.778
H -1.592 1.817 1.755
H 2.526 -0.646 2.015
H 1.455 2.041 -0.745
H 2.905 -1.439 -0.613
H -2.246 2.157 -1.433
```

E_LUMO: 0.8085 eV
E: -11562.868 eV
energy relative to the best compared isomer or geometry (same formula, charge and spin): 533.9 kJ/mol
frontier orbital gap: 7.6 eV
HOMO energy: -6.8205 eV

natural (NBO) atomic charge list, values in e, 8 entries: -0.25, -0.65, -0.69, -0.63, -0.47, 0.17, -0.42, -0.66

4.
Molecular formula: C8H18N2S
Method: DFT, wB97M-V/def2-TZVPD

```
29
Properties=species:S:1:pos:R:3
S -0.320 -1.895 -0.223
N -0.882 0.373 -2.025
N -1.892 0.699 -1.216
C 1.866 1.487 -0.044
C 0.939 -0.747 -0.464
C -2.499 -0.242 -0.381
C 2.458 -0.268 1.605
C 2.012 -1.120 -1.448
C -3.605 0.285 0.514
C 1.339 0.164 0.603
C -1.566 -0.934 0.697
H 0.464 0.482 1.185
H -0.333 1.159 -2.275
H -1.717 1.452 -0.534
H 1.405 1.622 -1.032
H 2.614 0.499 2.341
H -3.082 0.946 1.342
H -2.870 -1.093 -0.952
H 3.255 -0.584 1.019
H -3.962 -0.603 1.048
H -2.071 -1.797 1.283
H 2.942 1.413 -0.154
H 3.080 -1.120 -0.942
H -1.009 -0.140 1.229
H 1.777 -2.064 -1.797
H -4.309 0.852 -0.020
H 2.198 -0.298 -2.210
H 2.126 -1.016 2.291
H 1.642 2.485 0.562
```

E_LUMO (alpha / beta): 0.7501 / 0.7832 eV
E: -22398.303 eV
energy relative to the best compared isomer or geometry (same formula, charge and spin): 353.2 kJ/mol
frontier orbital gap (alpha / beta): 8.1 / 7.1 eV
HOMO energy (alpha / beta): -7.3836 / -6.3653 eV

natural (NBO) atomic charge list, values in e, 8 entries: 0.29, -0.41, -0.39, -0.60, -0.10, -0.08, -0.60, -0.67

5.
Molecular formula: C8H18NO3PS
Method: DFT, wB97M-V/def2-TZVPD

```
32
Properties=species:S:1:pos:R:3
S -1.693 2.291 -1.991
P -0.060 0.563 -1.611
O -1.161 -0.311 0.608
O -2.423 2.038 -3.219
O 0.128 -0.189 -2.873
N 1.286 1.137 -0.949
C 2.608 0.716 -1.417
C -2.641 -1.980 0.579
C -1.227 -1.662 0.663
C 1.255 1.521 0.468
C -2.693 1.622 -0.654
C 2.616 0.907 0.985
C 3.318 0.206 -0.139
C -0.444 -2.324 1.740
H -3.212 -1.315 1.469
H -2.985 -2.966 0.895
H -0.897 -3.170 2.099
H -2.875 2.315 0.176
H -0.376 -1.594 2.583
H 0.332 1.078 0.802
H 4.345 0.501 -0.249
H -3.694 1.120 -0.838
H 0.590 -2.601 1.496
H 3.160 1.732 1.477
H -3.026 -1.577 -0.333
H 1.291 2.590 0.817
H 2.450 -0.186 -2.104
H 2.399 0.209 1.972
H 3.224 -0.968 -0.158
H -2.099 0.827 -0.263
H -0.726 -2.031 -0.216
H 3.232 1.502 -1.815
```

E_LUMO (alpha / beta): -1.7543 / -1.7409 eV
E: -36339.803 eV
energy relative to the best compared isomer or geometry (same formula, charge and spin): 385.4 kJ/mol
frontier orbital gap (alpha / beta): 6.6 / 7.1 eV
HOMO energy (alpha / beta): -8.3223 / -8.8336 eV

natural (NBO) atomic charge list, values in e, 8 entries: 1.14, 1.76, -0.77, -0.86, -1.01, -0.81, -0.22, -0.60

6.
Molecular formula: C8H18NO4
Method: DFT, wB97M-V/def2-TZVPD

```
31
Properties=species:S:1:pos:R:3
O 3.712 -2.460 2.142
O -4.354 0.623 -0.567
O -3.548 1.554 -2.385
O -2.289 -0.044 -1.316
N 0.790 0.100 1.964
C 1.844 -0.791 2.587
C -2.618 0.538 -4.388
C 4.735 0.558 2.716
C -2.538 1.684 -3.393
C -4.253 -0.364 0.459
C -3.291 0.649 -1.408
C 3.037 -1.252 1.562
C 4.220 -0.142 1.325
H 5.159 -0.738 0.889
H -1.909 0.689 -5.208
H -1.543 1.758 -2.939
H 5.849 0.911 2.665
H -2.728 2.628 -3.912
H -5.079 -0.209 1.160
H 1.286 -1.785 2.937
H 4.002 1.410 3.046
H 0.311 -0.343 1.149
H -2.391 -0.419 -3.910
H -3.628 0.456 -4.801
H 1.158 1.058 1.736
H 3.963 0.663 0.489
H 3.002 -3.171 2.237
H -4.350 -1.362 0.024
H 2.218 -0.279 3.582
H -3.313 -0.270 1.011
H 2.546 -1.648 0.549
```

E_LUMO: 2.4348 eV
charge: -1
E: -18264.303 eV
frontier orbital gap: 3.1 eV
HOMO energy: -0.6711 eV

natural (NBO) atomic charge list, values in e, 8 entries: -0.75, -0.50, -0.50, -0.63, -0.89, -0.24, -0.64, -1.01

7.
Molecular formula: C8H18O
Method: DFT, wB97M-V/def2-TZVPD

```
27
Properties=species:S:1:pos:R:3
O -0.839 -1.779 -3.345
C 1.507 0.275 1.790
C 0.119 0.690 1.368
C -0.015 2.187 1.221
C -0.363 -0.467 -3.221
C -0.964 0.107 2.245
C 0.373 -1.872 -0.423
C -0.370 -0.578 -0.527
C 0.107 0.499 -1.246
H -0.995 2.473 0.826
H 1.450 -1.728 -0.522
H 1.178 0.645 -1.336
H 0.760 2.611 0.576
H -0.897 0.486 3.281
H 2.269 0.637 1.093
H 0.092 2.700 2.194
H -1.041 0.271 -3.654
H -0.898 -0.983 2.312
H 1.770 0.679 2.784
H -1.451 -0.657 -0.440
H -1.963 0.373 1.885
H 0.643 -0.406 -3.627
H 0.168 -2.364 0.531
H -0.522 1.375 -1.356
H -1.766 -1.801 -3.079
H 0.043 -2.562 -1.206
H 1.605 -0.811 1.875
```

E_LUMO (alpha / beta): 0.7698 / 0.7794 eV
E: -10630.535 eV
energy relative to the best compared isomer or geometry (same formula, charge and spin): 500.8 kJ/mol
frontier orbital gap (alpha / beta): 7.1 / 7.2 eV
HOMO energy (alpha / beta): -6.3477 / -6.3721 eV

natural (NBO) atomic charge list, values in e, 8 entries: -0.71, -0.67, 0.07, -0.67, -0.11, -0.66, -0.67, -0.11

8.
Molecular formula: C8H18O2Si
Method: DFT, wB97M-V/def2-TZVPD

```
29
Properties=species:S:1:pos:R:3
Si -2.200 0.400 0.030
O 1.368 -2.143 -0.336
O -1.144 -2.074 0.202
C 1.949 0.163 0.118
C 1.031 -1.044 0.038
C -2.488 0.379 -1.845
C -0.484 -0.840 0.442
C 3.400 -0.288 -0.061
C -3.620 -0.383 1.003
C 1.781 0.898 1.450
C 1.557 1.099 -1.035
H 3.723 -0.895 0.781
H -3.724 -1.429 0.731
H -3.157 -0.430 -2.126
H -3.440 -0.339 2.073
H -0.451 -2.706 -0.052
H 0.522 1.417 -0.934
H 1.678 0.597 -1.993
H -0.397 -0.708 1.535
H 3.500 -0.881 -0.966
H 2.494 1.718 1.510
H 1.969 0.227 2.285
H 4.056 0.576 -0.135
H -1.838 1.736 0.540
H 0.777 1.305 1.540
H -4.566 0.115 0.803
H -1.562 0.241 -2.396
H 2.199 1.977 -1.024
H -2.934 1.311 -2.178
```

E_LUMO: 0.7908 eV
E: -20560.413 eV
energy relative to the best compared isomer or geometry (same formula, charge and spin): 317.5 kJ/mol
frontier orbital gap: 9.9 eV
HOMO energy: -9.0957 eV
structure (SMILES): C[SiH](C)[C@@H](O)C(=O)C(C)(C)C

natural (NBO) atomic charge list, values in e, 8 entries: 1.35, -0.58, -0.77, -0.16, 0.61, -1.11, -0.33, -0.60